No. 1
Computed, not measured: a 9-piece molecular cluster, C33H43N8O overall, with ωB97M-V/def2-TZVPD.

Output
HOMO (eV): -5.736
Net charge: -1
Gap between HOMO and LUMO (eV): 8.5388
Energy above the lowest of the compared OMol25 structures with the same formula, charge and spin (kcal per mole): 126.0
Spin multiplicity: 1

Each line ends with the Mulliken charge.
Positions of all 85 atoms, in Å:
C (-55.62318, 9.89097, 53.97651)  -0.31
O (-54.70524, 10.69475, 53.56463)  -1.17
H (-56.56139, 9.99533, 53.42235)  -0.30
H (-55.73734, 9.95822, 55.09859)  -0.68
H (-55.49869, 8.96730, 53.81368)  1.19
N (-57.13156, 11.99842, 57.76261)  0.16
C (-58.19810, 12.29724, 58.54271)  -0.56
C (-58.73075, 11.12854, 59.04041)  -0.97
C (-57.70397, 10.01028, 58.52406)  -0.48
C (-56.74890, 10.66232, 57.87939)  -0.21
H (-56.62742, 12.62903, 57.07258)  0.61
H (-58.62363, 13.16386, 58.72740)  0.51
H (-59.60532, 11.13212, 59.49764)  0.59
H (-57.64780, 8.99260, 58.75355)  0.51
H (-55.84431, 10.23523, 57.23599)  0.10
N (-56.36591, 12.21568, 51.87244)  1.31
C (-56.75525, 13.52353, 51.74857)  -0.89
C (-57.65250, 13.59380, 50.73993)  -1.40
C (-57.78119, 12.18114, 50.19408)  -0.81
C (-57.10221, 11.33001, 51.00375)  -0.63
H (-55.69203, 11.91908, 52.71201)  -0.24
H (-56.49592, 14.32765, 52.35739)  0.64
H (-58.12231, 14.27923, 50.51339)  1.12
H (-58.45331, 11.79211, 49.49590)  0.50
H (-56.99275, 10.36138, 50.97653)  0.47
N (-59.10107, 12.05198, 53.28359)  -0.06
C (-60.38485, 12.26670, 52.97766)  -0.21
C (-61.06106, 12.17538, 54.14013)  -0.61
C (-60.16868, 11.57733, 55.15968)  -0.20
C (-58.93714, 11.63021, 54.65934)  -0.36
H (-58.41154, 12.25934, 52.67672)  0.43
H (-60.90213, 12.87296, 52.05980)  0.21
H (-62.33369, 12.23716, 54.25196)  0.26
H (-60.29617, 11.13026, 56.16608)  0.33
H (-57.99135, 11.32878, 55.17574)  0.03
N (-55.05733, 12.84669, 55.27194)  0.52
C (-54.14503, 13.11435, 56.27422)  -0.41
C (-54.60778, 14.29373, 56.85359)  -1.04
C (-55.90690, 14.61924, 56.12921)  -1.40
C (-56.10060, 13.72548, 55.08306)  -0.21
H (-54.98729, 12.05133, 54.60917)  0.13
H (-53.34751, 12.51123, 56.44585)  0.58
H (-54.09820, 14.58974, 57.55723)  0.73
H (-56.37360, 15.55374, 56.09634)  0.55
H (-56.82000, 13.54665, 54.38996)  0.32
N (-55.20199, 8.74594, 49.92363)  0.20
C (-55.94676, 8.56098, 48.66838)  -0.58
C (-56.92861, 7.67108, 48.87563)  -0.51
C (-56.90634, 7.10712, 50.26845)  -0.59
C (-55.76506, 7.89832, 50.83249)  -0.51
H (-54.42718, 9.48005, 50.01810)  0.39
H (-55.64211, 9.06341, 47.65587)  0.27
H (-57.72123, 7.20141, 48.11523)  0.21
H (-57.54405, 6.52656, 50.91964)  0.62
H (-55.51229, 8.00938, 51.87198)  0.58
N (-53.18507, 10.63418, 51.58343)  0.34
C (-52.44368, 9.57357, 51.13285)  -0.76
C (-51.91177, 9.81355, 49.86224)  -0.58
C (-52.47572, 11.18959, 49.59407)  -0.47
C (-53.29371, 11.62135, 50.58821)  -0.36
H (-53.74511, 10.57424, 52.33796)  0.22
H (-52.25878, 8.76581, 51.72959)  0.59
H (-51.10537, 9.28619, 49.25718)  0.36
H (-52.33138, 11.84858, 48.61641)  0.19
H (-53.89832, 12.46632, 50.68667)  0.40
N (-60.09439, 9.20861, 53.10176)  -0.09
C (-61.46794, 8.84082, 53.03976)  -0.22
C (-61.52332, 7.53508, 52.77427)  -0.97
C (-60.15621, 7.08649, 52.46608)  -0.63
C (-59.25124, 8.16696, 52.61274)  0.09
H (-59.88130, 10.25916, 53.27082)  1.00
H (-62.19162, 9.69302, 53.25257)  0.23
H (-62.32762, 6.98440, 52.85292)  0.59
H (-60.03880, 6.14689, 52.23751)  0.64
H (-58.30541, 8.36886, 52.26119)  -0.24
N (-52.87511, 9.51419, 55.15045)  0.59
C (-52.90586, 8.52717, 56.12201)  -0.86
C (-51.70535, 8.25142, 56.43796)  -0.23
C (-50.88768, 8.94875, 55.59424)  -0.77
C (-51.62545, 9.54304, 54.65200)  -0.58
H (-53.67559, 10.10056, 54.62459)  0.20
H (-53.85280, 8.27201, 56.53582)  0.40
H (-51.47324, 7.54195, 57.20235)  0.43
H (-49.70837, 8.87280, 55.57260)  0.20
H (-51.39039, 9.97670, 53.76069)  0.59



No. 2
Computed, not measured: C33H44Ge2N2O6OsSi2 as an isolated structure, with ωB97M-V/def2-TZVPD.

Output
⟨S²⟩: 8.784
HOMO (alpha / beta) (eV): -11.059 / -11.123
Net charge: +1
Gap between HOMO and LUMO (alpha / beta) (eV): 7.0975 / 4.7384
Energy above the lowest of the compared OMol25 structures with the same formula, charge and spin (kcal per mole): 0.0
Spin multiplicity: 6

Each line ends with the Löwdin spin population.
Positions of all 90 atoms, in Å:
Os (-0.47133, -0.04752, 0.42973)  3.10
O (4.62314, -0.48766, 4.14973)  0.26
C (3.66897, -0.42326, 3.47506)  0.14
C (2.13750, -0.10794, 3.91562)  0.10
O (1.83426, -0.01898, 5.06218)  0.18
C (1.42262, 0.01800, 2.65846)  0.02
C (2.20978, -0.23882, 1.53495)  0.03
O (1.70267, -0.22243, 0.35990)  0.07
C (3.58083, -0.59808, 1.84826)  0.11
O (4.52618, -0.95101, 1.22154)  0.21
O (0.17099, 0.26568, 2.54699)  0.18
N (0.62695, 7.23486, 0.60551)  0.00
C (0.59846, 6.40720, -0.46010)  0.00
O (0.71176, 6.78093, -1.60437)  0.00
C (0.40485, 4.92978, -0.17431)  0.00
C (0.78377, 4.04010, -1.17190)  0.00
C (0.60769, 2.68684, -0.96387)  0.01
N (0.06230, 2.19756, 0.15331)  0.05
C (-0.30257, 3.04747, 1.11592)  0.01
C (-0.14574, 4.41642, 0.99268)  0.00
H (0.77122, 8.21690, 0.43158)  0.00
H (0.65478, 6.90628, 1.55238)  0.00
H (1.20423, 4.41567, -2.09268)  0.00
H (0.92126, 1.96546, -1.70443)  0.00
H (-0.73029, 2.60701, 2.00839)  0.00
H (-0.48612, 5.04954, 1.79944)  0.00
C (1.08217, -4.99442, -1.94104)  0.00
Ge (1.12005, -3.02945, -1.95628)  0.01
C (0.29993, -2.45447, -3.63987)  0.00
C (2.93983, -2.30199, -1.97029)  0.00
Ge (-0.16995, -2.50707, 0.09328)  0.07
C (0.87915, -3.08150, 1.66826)  0.02
C (2.14858, -3.63466, 1.51143)  0.00
C (2.93033, -3.96727, 2.60905)  0.00
C (2.44832, -3.77013, 3.89331)  0.00
C (1.17237, -3.25495, 4.07172)  0.00
C (0.40334, -2.90986, 2.97012)  0.00
C (-1.80234, -3.56878, -0.03558)  0.02
C (-2.21302, -4.41873, 0.98832)  0.00
C (-3.33114, -5.22440, 0.82739)  0.00
C (-4.05007, -5.18991, -0.35751)  0.00
C (-3.65076, -4.34743, -1.38526)  0.00
C (-2.53612, -3.54246, -1.22134)  0.00
H (1.57724, -5.37161, -2.83497)  0.00
H (0.04903, -5.33793, -1.94967)  0.00
H (1.57595, -5.42027, -1.07060)  0.00
H (0.93873, -2.81211, -4.44701)  0.00
H (0.23171, -1.37266, -3.72572)  0.00
H (-0.68694, -2.88950, -3.78358)  0.00
H (3.41680, -2.61281, -2.89950)  0.00
H (3.55717, -2.63717, -1.14254)  0.00
H (2.90615, -1.21514, -1.94702)  0.00
H (2.55413, -3.80395, 0.52578)  0.00
H (3.91536, -4.38730, 2.45740)  0.00
H (3.05450, -4.03325, 4.74896)  0.00
H (0.77812, -3.11096, 5.06830)  0.00
H (-0.57236, -2.47731, 3.14160)  0.00
H (-1.65187, -4.47140, 1.91219)  0.00
H (-3.63754, -5.88510, 1.62638)  0.00
H (-4.91753, -5.82061, -0.48195)  0.00
H (-4.20881, -4.31715, -2.31047)  0.00
H (-2.23238, -2.89153, -2.03278)  0.00
C (-1.69159, 0.14919, -2.72023)  0.04
Si (-3.04129, 0.62056, -1.48967)  0.05
C (-4.54989, -0.36402, -1.98029)  0.01
C (-3.40597, 2.45576, -1.64373)  0.01
C (-2.43799, 0.37548, 0.32010)  0.15
Si (-3.67326, -0.31588, 1.64138)  0.04
C (-4.67993, 1.19351, 2.12797)  0.01
C (-2.79485, -0.96972, 3.15639)  0.01
C (-4.81090, -1.67295, 1.05147)  0.01
H (-1.76768, 0.76768, -3.61516)  0.00
H (-1.81770, -0.89060, -3.02963)  0.00
H (-0.66138, 0.24149, -2.36450)  0.02
H (-4.65942, -0.27159, -3.06138)  0.00
H (-5.46116, 0.02042, -1.52855)  0.00
H (-4.46709, -1.42473, -1.73993)  0.00
H (-3.84184, 2.69112, -2.61325)  0.00
H (-2.50098, 3.05735, -1.53590)  0.00
H (-4.11133, 2.78033, -0.87866)  0.00
H (-2.43132, 1.43643, 0.64192)  0.03
H (-4.06850, 1.93194, 2.64666)  0.00
H (-5.48274, 0.90067, 2.80407)  0.00
H (-5.13838, 1.68214, 1.26950)  0.00
H (-1.94762, -0.36296, 3.47363)  0.00
H (-2.46066, -1.99378, 2.98299)  0.00
H (-3.50339, -0.99906, 3.98371)  0.00
H (-5.56430, -1.33626, 0.34725)  0.00
H (-5.33216, -2.04299, 1.93626)  0.00
H (-4.27640, -2.51463, 0.61651)  0.00



- The lowest energy above the lowest of the compared OMol25 structures with the same formula, charge and spin belongs to which entry?
  C33H44Ge2N2O6OsSi2



- Which formula does entry 2 have?
  C33H44Ge2N2O6OsSi2



- Which of these has the highest energy above the lowest of the compared OMol25 structures with the same formula, charge and spin?
  C33H43N8O